1.
A structure of composition C10H14BrClSi in a non-equilibrium geometry, computed with ωB97M-V/def2-TZVPD.

Cartesian coordinates (Å):
C: 3.99219 3.11261 0.06058
C: 4.60136 2.19534 0.91294
C: 3.08423 2.71783 -0.94492
C: 4.23173 0.84291 1.05276
C: 2.74269 1.34923 -0.83341
C: 3.17794 0.48977 0.16958
C: -5.06056 -1.55625 0.78701
C: -3.57062 -1.47523 0.65810
C: -2.78358 -0.74412 -0.53006
C: -1.38245 -1.33511 -0.48225
Si: 0.01519 -0.77830 -1.54376
Cl: 0.70951 -2.90292 -2.09357
Br: 2.26324 -1.17592 0.31228
H: 4.42379 4.11471 0.01218
H: 5.38780 2.70906 1.40499
H: 2.87685 3.35976 -1.79399
H: 4.96970 0.16649 1.61355
H: 1.99327 0.85838 -1.47891
H: -5.52628 -0.49310 0.80461
H: -5.74875 -2.05319 0.07041
H: -5.29229 -1.89510 1.78723
H: -3.06523 -2.46211 0.74859
H: -3.30921 -0.91011 1.46667
H: -3.28104 -0.87122 -1.56888
H: -2.96485 0.30837 -0.41492
H: -1.51935 -2.41837 -0.70729
H: -0.96529 -1.15340 0.53050

Calculated values
lowest unoccupied orbital energy = -0.11 eV
E = -3713.0716 Eh
ΔE to the lowest compared entry with this formula, charge and spin = 45.6 kcal/mol
charge = 0
2S+1 = 1
frontier orbital gap = 8.27 eV
HOMO energy = -8.38 eV

---

2.
A structure of composition C16H16N5O2ReS3, computed with ωB97M-V/def2-TZVPD.

Cartesian coordinates (Å):
Re: 0.04186 -0.47428 -0.20285
S: 0.53244 -1.10417 1.95405
C: -0.95286 -1.84625 2.54860
C: -1.05347 -2.22387 3.88357
C: -2.22413 -2.79920 4.34586
C: -3.29648 -3.00100 3.48461
C: -3.20118 -2.63250 2.15406
C: -2.02584 -2.05380 1.68352
S: -1.89276 -1.63473 -0.02857
H: -0.21933 -2.06855 4.55393
H: -2.29993 -3.09399 5.38320
H: -4.20803 -3.45131 3.85146
H: -4.02921 -2.79531 1.47788
N: 5.12734 2.14976 -5.31135
C: 4.07838 1.43796 -4.82011
C: 4.29174 0.29971 -4.02703
C: 3.22501 -0.40556 -3.51039
C: 1.92577 0.01550 -3.76493
C: 1.69328 1.13778 -4.56288
C: 2.75468 1.84620 -5.07378
S: 0.56342 -0.89150 -3.17639
O: -0.22382 -1.38407 -4.25151
O: 1.04240 -1.81664 -2.14202
N: -0.27708 0.09454 -2.18565
C: -0.65382 1.36873 -1.95110
N: -0.94016 2.35104 -2.77555
C: -1.34407 3.47615 -2.18420
C: -1.46819 3.63021 -0.80546
C: -1.10973 2.56466 -0.00157
N: -0.69277 1.44172 -0.58401
H: 6.04858 1.74883 -5.29357
H: 4.96394 2.83451 -6.02839
H: 5.30134 -0.03949 -3.83563
H: 3.40092 -1.29898 -2.92514
H: 0.68266 1.45536 -4.78620
H: 2.57163 2.71649 -5.68996
H: -1.60428 4.29291 -2.84655
H: -1.82476 4.55362 -0.37759
H: -1.14937 2.57996 1.07929
N: 2.13198 0.31632 -0.28973
H: 2.30212 1.08476 0.35568
H: 2.41708 0.62726 -1.21985
H: 2.78957 -0.41999 -0.03603

Calculated values
lowest unoccupied orbital energy (alpha / beta) = -3.52 / -4.70 eV
E = -2316.2297 Eh
expectation value of S² = 3.77
charge = +1
2S+1 = 4
frontier orbital gap (alpha / beta) = 7.33 / 6.62 eV
HOMO energy (alpha / beta) = -10.85 / -11.32 eV

---

3.
A structure of composition C44H33IrN5O3PS3 in a non-equilibrium geometry, computed with ωB97M-V/def2-TZVPD.

Cartesian coordinates (Å):
Ir: -0.16126 -0.12536 -0.41093
O: -2.16076 3.44257 1.88046
S: -1.21468 2.54875 1.26602
O: -1.46508 2.15912 -0.12864
O: -0.91992 1.38646 2.10296
C: 0.36843 3.35506 1.16731
C: 0.43482 4.73202 1.08568
C: 1.66597 5.36409 0.99021
C: 2.82426 4.60491 0.98006
C: 2.75170 3.22084 1.06322
C: 1.52248 2.56845 1.15975
P: 1.44634 0.71970 1.20109
C: 1.43615 0.26192 2.97180
C: 1.03483 1.14290 3.97079
C: 1.01974 0.73554 5.29587
C: 1.39109 -0.55607 5.63770
C: 1.79939 -1.43852 4.64808
C: 1.82762 -1.02838 3.32433
C: 3.17266 0.25323 0.76521
C: 3.55983 -0.14257 -0.51201
C: 4.88462 -0.43260 -0.79864
C: 5.85144 -0.33455 0.18882
C: 5.48245 0.04978 1.46909
C: 4.15712 0.33830 1.75315
H: -0.48769 5.29734 1.11250
H: 1.71649 6.44347 0.92739
H: 3.79172 5.08334 0.90273
H: 3.66907 2.65200 1.03213
H: 0.73186 2.14846 3.72014
H: 0.70658 1.43301 6.06208
H: 1.36525 -0.87352 6.67252
H: 2.10037 -2.44763 4.90039
H: 2.16514 -1.72161 2.56411
H: 2.82153 -0.22793 -1.29353
H: 5.15772 -0.73707 -1.80076
H: 6.88637 -0.55695 -0.03736
H: 6.22504 0.12464 2.25259
H: 3.88930 0.63888 2.75776
S: -2.89206 -1.94254 2.65452
C: -3.85407 -0.82585 1.73174
C: -5.17877 -0.46396 1.94389
C: -5.76485 0.39053 1.03562
C: -5.05063 0.86365 -0.07034
C: -3.73426 0.51544 -0.27830
C: -3.12171 -0.32669 0.65016
N: -1.82527 -0.82730 0.61025
C: -1.59737 -1.68944 1.57099
C: -0.34228 -2.39602 1.44842
C: 0.00564 -3.53826 2.15914
C: 1.15552 -4.22432 1.81445
C: 1.93325 -3.76648 0.75798
C: 1.59825 -2.60638 0.07177
C: 0.45472 -1.88434 0.40292
H: -5.73490 -0.84834 2.78782
H: -6.79401 0.69175 1.17483
H: -5.53669 1.52813 -0.77139
H: -3.17065 0.90034 -1.11365
H: -0.62420 -3.89533 2.96508
H: 1.43885 -5.11861 2.35281
H: 2.82067 -4.31576 0.46946
H: 2.22936 -2.27439 -0.73808
S: 0.95857 1.31751 -1.77769
C: 0.72677 0.50871 -3.30783
N: 1.18367 0.82029 -4.47378
N: 1.91983 1.93513 -4.63024
C: 1.74114 3.19274 -4.04569
C: 0.50345 3.61354 -3.56569
C: 0.37481 4.88061 -3.02315
C: 1.45434 5.74904 -2.97912
C: 2.67655 5.34248 -3.50100
C: 2.82515 4.07343 -4.02931
N: 0.02402 -0.70167 -3.34604
N: -0.48010 -1.12855 -2.27539
C: -1.03632 -2.45995 -2.45546
C: -2.01370 -2.92315 -1.58855
C: -2.53760 -4.19666 -1.75913
C: -2.08137 -5.00857 -2.78413
C: -1.10074 -4.53879 -3.64771
C: -0.57431 -3.26928 -3.49272
H: 2.49784 1.90250 -5.45288
H: -0.35731 2.96218 -3.61919
H: -0.58732 5.18676 -2.63368
H: 1.34577 6.73516 -2.54910
H: 3.52550 6.01389 -3.48229
H: 3.78428 3.74794 -4.41300
H: -2.39424 -2.28883 -0.80676
H: -3.30668 -4.54455 -1.08261
H: -2.48646 -6.00366 -2.91203
H: -0.73674 -5.16803 -4.44922
H: 0.19124 -2.91076 -4.16164

Calculated values
lowest unoccupied orbital energy = -0.92 eV
E = -3836.2861 Eh
ΔE to the lowest compared entry with this formula, charge and spin = 50.6 kcal/mol
charge = 0
2S+1 = 1
frontier orbital gap = 6.40 eV
HOMO energy = -7.32 eV